ORCA calculation (the ωB97M-V functional and the def2-TZVPD basis) on a 2-piece molecular cluster, C14H19ClNO5S overall at a distorted geometry.

* total charge: +1
* largest force on an atom: 2.098 eV/A
* relative energy (zero: lowest compared OMol25 entry of this formula, charge and spin): 6.2 kcal/mol
* DFT total energy: -49902.9594 eV
* orbital gap: 0.252 hartree

Structure (XYZ):
```
41
C14H19ClNO5S (the ωB97M-V functional and the def2-TZVPD basis)
C 1.98496 1.92404 0.70262
C 1.58931 1.19545 -0.55650
O 2.03541 1.52456 -1.62393
O 0.73481 0.08364 -0.49926
C -0.58047 0.38671 -0.23699
O -1.17668 -0.25914 0.58665
C -1.34280 1.48347 -1.00961
C -1.22399 2.86599 -0.38976
C -1.84701 3.13003 0.80368
C -2.68769 2.14847 1.57337
C -1.69705 4.39202 1.35627
C -0.97771 5.34633 0.69079
C -0.41815 5.04650 -0.49684
N -0.52112 3.82847 -1.02241
Cl 0.23579 3.58571 -2.52257
H 2.47932 1.26488 1.41702
H 2.71388 2.68671 0.44239
H 1.15480 2.43905 1.19417
H -1.13369 1.49596 -2.07732
H -2.39239 1.21875 -0.92043
H -3.55992 2.66408 1.97973
H -2.12382 1.78737 2.43389
H -3.07544 1.33512 0.97385
H -2.15417 4.60799 2.31212
H -0.85390 6.35022 1.06729
H 0.12895 5.79684 -1.04798
C -0.20318 -4.44243 -0.86848
C 0.69635 -3.28406 -0.41652
C 1.70657 -3.85264 0.58666
S 1.92801 -5.58307 0.15181
O 1.42252 -6.39371 1.22736
O 3.24821 -5.77479 -0.38588
C 0.73752 -5.60109 -1.18448
H -0.80776 -4.17241 -1.73378
H -0.87988 -4.72210 -0.05788
H 1.22584 -2.87588 -1.28097
H 0.11965 -2.47406 0.02635
H 2.66753 -3.34718 0.52934
H 1.32690 -3.81129 1.60604
H 0.23985 -6.56730 -1.21668
H 1.28061 -5.42721 -2.11312
```